No. 1
The following is a DFT calculation (wB97M-V/def2-TZVPD) of C20H16BrCoIN4O4S5Sb as an isolated structure.

Last column: Mulliken charge in e.
Atoms and positions in Å:
I1 -2.73 -3.01 1.27  0.346
Sb1 0.34 -1.78 5.53  0.312
Br1 -4.41 -5.85 -0.07  -0.199
Co1 0.33 0.15 2.82  -0.128
S1 -0.01 -3.77 4.37  -0.750
S2 1.97 -0.66 4.08  -0.398
S3 4.97 0.10 -5.46  1.197
S4 -1.25 -0.38 4.31  -0.383
S5 0.11 2.48 3.48  -0.449
O1 4.78 1.11 -6.49  -0.697
O2 3.83 -0.78 -5.26  -0.673
O3 0.04 -1.96 2.09  -0.083
O4 6.25 -0.57 -5.50  -0.697
N1 4.28 0.80 -2.92  -0.310
N2 -1.03 1.05 1.72  0.236
N3 6.02 2.04 -3.93  -0.514
N4 1.66 0.55 1.35  0.641
C1 2.48 0.22 -0.88  -0.913
C2 -1.81 3.30 1.59  -0.774
C3 1.62 -0.07 0.16  -0.482
C4 -6.58 -4.11 -0.53  -0.443
C5 -1.78 0.72 0.66  -0.276
C6 3.50 1.83 0.54  -1.042
C7 -7.27 -2.91 -0.51  -0.414
C8 -5.38 -1.85 0.53  -0.232
C9 -5.29 -4.17 -0.02  0.140
C10 6.12 2.76 -2.83  -0.335
C11 -6.67 -1.77 0.02  -0.676
C12 -2.59 2.96 0.51  -0.029
C13 2.60 1.48 1.52  -0.586
C14 -4.67 -3.04 0.51  -0.018
C15 3.45 1.19 -0.70  1.328
C16 -1.00 2.31 2.18  0.557
C17 5.09 1.08 -3.93  0.064
C18 -2.58 1.64 0.02  -1.045
C19 5.31 2.56 -1.72  -0.600
C20 4.39 1.53 -1.81  0.467
H1 0.84 -0.81 0.04  0.514
H2 -1.78 4.30 1.99  0.398
H3 -1.73 -0.31 0.35  0.461
H4 -3.17 1.35 -0.83  0.442
H5 -7.20 -0.83 0.05  0.360
H6 4.24 2.59 0.76  0.222
H7 5.41 3.19 -0.85  0.332
H8 0.91 -2.29 1.83  0.344
H9 -8.27 -2.86 -0.91  0.341
H10 -3.20 3.70 0.03  0.353
H11 -4.92 -0.97 0.95  0.403
H12 -7.03 -5.00 -0.93  0.362
H13 2.41 -0.30 -1.82  0.641
H14 2.62 1.95 2.49  0.431
H15 -0.10 -2.41 2.97  -0.146
H16 6.87 3.54 -2.83  0.398

Computed properties:
* LUMO energy: 0.1250 Eh
* gap between HOMO and LUMO: 5.9 eV
* calculated total energy: -211639.497 eV
* charge: -2
* energy relative to the best compared isomer or geometry (same formula, charge and spin): 0.0 kcal per mole
* HOMO: -2.471 eV

=====

No. 2
The following is a DFT calculation (wB97M-V/def2-TZVPD) of C20H16BrN3O3Rb as an isolated structure.

Last column: Mulliken charge in e.
Atoms and positions in Å:
Rb1 0.37 0.67 -0.92  0.883
Br1 -3.44 -1.31 -1.35  -0.200
O1 -0.92 2.64 0.62  -0.836
O2 2.53 -0.99 -0.23  -0.909
O3 1.48 3.44 3.97  -0.710
N1 0.08 0.53 2.00  -0.875
N2 -0.87 -2.10 -0.78  -0.252
N3 0.44 1.83 2.32  0.026
C1 0.82 4.41 3.33  0.254
C2 0.29 6.76 3.18  -0.234
C3 -2.12 -2.43 -0.54  -0.033
C4 -0.19 -3.93 0.62  0.829
C5 -0.53 6.52 2.08  -0.695
C6 4.59 -0.68 0.93  -0.629
C7 0.08 -2.85 -0.21  -0.389
C8 0.93 -4.68 1.27  -1.265
C9 1.00 -0.35 1.96  -0.741
C10 3.17 -0.67 0.84  0.030
C11 5.25 -0.26 2.07  -0.361
C12 0.96 5.72 3.80  -0.653
C13 0.00 4.16 2.21  0.421
C14 -0.21 2.77 1.65  0.328
C15 2.48 -0.24 2.02  1.084
C16 -0.65 5.22 1.61  -0.485
C17 -2.52 -3.48 0.25  -0.300
C18 3.16 0.18 3.15  -0.318
C19 -1.53 -4.24 0.84  -0.541
C20 4.55 0.18 3.19  -0.737
H1 1.59 5.89 4.65  0.379
H2 1.59 -5.13 0.52  0.307
H3 0.56 -5.47 1.92  0.377
H4 5.08 0.52 4.07  0.361
H5 -3.57 -3.69 0.41  0.393
H6 1.25 2.59 3.47  0.665
H7 -1.80 -5.07 1.49  0.355
H8 1.55 -4.01 1.87  0.267
H9 2.60 0.52 4.01  0.424
H10 -1.05 7.33 1.59  0.382
H11 -1.28 4.99 0.76  0.398
H12 6.34 -0.27 2.09  0.339
H13 0.63 -1.35 1.75  0.404
H14 0.41 7.77 3.56  0.346
H15 1.11 -2.52 -0.37  0.513
H16 5.14 -1.01 0.05  0.401

Computed properties:
* LUMO energy: 0.0755 Eh
* gap between HOMO and LUMO: 6.0 eV
* calculated total energy: -102312.854 eV
* charge: -1
* energy relative to the best compared isomer or geometry (same formula, charge and spin): 0.8 kcal per mole
* HOMO: -3.898 eV

=====

No. 3
The following is a DFT calculation (wB97M-V/def2-TZVPD) of a 3-piece molecular cluster, C20H16ClF5O12 overall.

Last column: Mulliken charge in e.
Atoms and positions in Å:
Cl1 1.20 -5.31 -0.32  -0.194
F1 -6.43 -4.24 -1.56  -0.308
F2 -5.00 -6.40 -3.07  -0.262
F3 -5.37 -4.44 -3.87  -0.243
F4 -5.05 -5.68 -0.67  -0.320
F5 -3.41 -4.95 -3.11  -0.204
O1 6.10 6.05 -0.20  -0.568
O2 -0.44 -2.56 -2.53  -0.175
O3 -1.43 0.40 0.32  -0.546
O4 -1.41 -2.91 -4.54  -0.525
O5 -0.71 -3.59 0.03  -0.424
O6 3.03 1.23 3.03  -0.679
O7 3.54 7.77 3.35  -0.636
O8 2.92 5.40 4.19  -0.561
O9 -2.28 -1.43 -3.10  -0.437
O10 0.81 2.04 4.11  -0.588
O11 0.81 -0.49 -0.74  -0.565
O12 5.42 3.68 0.60  -0.644
C1 -0.43 0.60 1.00  1.045
C2 2.04 0.99 2.36  1.047
C3 2.05 0.32 1.08  -0.963
C4 -4.73 -5.12 -2.92  0.591
C5 0.71 1.44 2.93  0.269
C6 3.69 5.46 3.11  0.389
C7 4.14 4.38 2.45  -1.065
C8 4.97 4.58 1.29  1.014
C9 -1.41 -2.37 -3.48  0.633
C10 -4.24 -2.22 -1.85  -0.848
C11 5.32 5.99 0.86  0.347
C12 -5.13 -4.61 -1.50  0.705
C13 -0.07 -3.90 -2.27  -0.488
C14 -0.01 -4.11 -0.77  0.603
C15 -0.45 1.26 2.29  -1.082
C16 0.89 0.13 0.43  0.445
C17 4.02 6.87 2.68  0.994
C18 -2.88 -1.51 -1.79  0.042
C19 -4.28 -3.49 -0.97  -0.649
C20 4.87 7.06 1.52  -1.042
H1 0.88 -4.16 -2.75  0.432
H2 -0.13 -0.53 -0.99  0.245
H3 -4.73 -3.24 0.00  0.563
H4 3.90 3.38 2.76  0.596
H5 -4.47 -2.44 -2.89  0.386
H6 -2.97 -0.49 -1.44  0.372
H7 6.26 5.12 -0.47  0.378
H8 -1.40 1.58 2.69  0.475
H9 -5.00 -1.53 -1.48  0.374
H10 3.00 -0.01 0.69  0.492
H11 5.11 8.08 1.23  0.420
H12 -2.21 -2.02 -1.10  -0.004
H13 -3.29 -3.88 -0.74  0.151
H14 -0.83 -4.60 -2.66  0.270
H15 1.76 2.05 4.34  0.369
H16 2.74 6.33 4.45  0.374

Computed properties:
* LUMO energy: -0.0611 Eh
* gap between HOMO and LUMO: 8.1 eV
* calculated total energy: -71679.022 eV
* charge: 0
* HOMO: -9.770 eV
* SMILES string: O=C(Cl)COC(=O)OCCCC(F)(F)C(F)(F)F.O=C1C=C(O)C(=O)C=C1O.O=C1C=C(O)C(=O)C=C1O

=====

No. 4
The following is a DFT calculation (wB97M-V/def2-TZVPD) of one molecule with the formula C20H16ClN3OS.

Last column: Mulliken charge in e.
Atoms and positions in Å:
Cl1 3.69 2.52 2.46  -0.199
S1 3.35 -1.24 -1.03  -0.265
O1 1.13 -2.74 0.46  -0.724
N1 0.12 -0.98 1.47  0.206
N2 -0.63 -1.95 4.22  -0.684
N3 1.01 1.24 0.85  -0.510
C1 4.13 4.84 0.83  -0.411
C2 3.84 3.43 0.91  0.270
C3 4.38 4.75 -1.56  -0.494
C4 3.22 1.27 -0.41  0.321
C5 4.03 3.40 -1.54  -0.669
C6 0.06 0.46 1.39  0.009
C7 -2.14 -1.17 0.74  0.846
C8 3.66 2.70 -0.30  0.419
C9 -3.08 -1.21 -1.46  -0.428
C10 4.04 0.38 -1.07  -0.692
C11 2.07 0.63 0.14  0.098
C12 -4.18 0.10 0.30  -0.667
C13 -1.62 -1.66 3.26  -0.806
C14 1.11 -1.53 0.65  0.454
C15 -2.11 -1.68 -0.58  -0.462
C16 -4.14 -0.33 -1.06  -0.584
C17 4.40 5.50 -0.36  -0.363
C18 -3.22 -0.36 1.23  -0.363
C19 -1.16 -1.71 1.67  -0.213
C20 1.96 -0.75 -0.10  -0.001
H1 4.64 5.19 -2.50  0.377
H2 4.01 5.52 1.59  0.426
H3 -2.42 -2.40 3.40  0.459
H4 -2.00 -0.68 3.47  0.249
H5 4.64 6.60 -0.32  0.309
H6 -1.02 -2.80 1.49  0.457
H7 -1.37 -2.42 -0.97  0.395
H8 -4.88 0.04 -1.80  0.354
H9 0.25 -1.62 3.85  0.270
H10 -3.04 -1.42 -2.54  0.323
H11 -0.82 0.89 1.94  0.418
H12 5.06 0.69 -1.33  0.491
H13 -0.53 -2.94 4.37  0.313
H14 -3.26 0.06 2.23  0.238
H15 4.05 2.85 -2.43  0.492
H16 -4.99 0.75 0.68  0.340

Computed properties:
* LUMO energy: -0.0056 Eh
* gap between HOMO and LUMO: 8.5 eV
* calculated total energy: -50873.592 eV
* charge: 0
* energy relative to the best compared isomer or geometry (same formula, charge and spin): 36.1 kcal per mole
* HOMO: -8.694 eV
* SMILES string: NC[C@@H](c1ccccc1)n1cnc2c(-c3ccccc3Cl)csc2c1=O

=====

LUMO energy of number 3 (C20H16ClF5O12)? -0.0611 Eh

=====

Copy entry 3 word for word.
The following is a DFT calculation (wB97M-V/def2-TZVPD) of a 3-piece molecular cluster, C20H16ClF5O12 overall.

Last column: Mulliken charge in e.
Atoms and positions in Å:
Cl1 1.20 -5.31 -0.32  -0.194
F1 -6.43 -4.24 -1.56  -0.308
F2 -5.00 -6.40 -3.07  -0.262
F3 -5.37 -4.44 -3.87  -0.243
F4 -5.05 -5.68 -0.67  -0.320
F5 -3.41 -4.95 -3.11  -0.204
O1 6.10 6.05 -0.20  -0.568
O2 -0.44 -2.56 -2.53  -0.175
O3 -1.43 0.40 0.32  -0.546
O4 -1.41 -2.91 -4.54  -0.525
O5 -0.71 -3.59 0.03  -0.424
O6 3.03 1.23 3.03  -0.679
O7 3.54 7.77 3.35  -0.636
O8 2.92 5.40 4.19  -0.561
O9 -2.28 -1.43 -3.10  -0.437
O10 0.81 2.04 4.11  -0.588
O11 0.81 -0.49 -0.74  -0.565
O12 5.42 3.68 0.60  -0.644
C1 -0.43 0.60 1.00  1.045
C2 2.04 0.99 2.36  1.047
C3 2.05 0.32 1.08  -0.963
C4 -4.73 -5.12 -2.92  0.591
C5 0.71 1.44 2.93  0.269
C6 3.69 5.46 3.11  0.389
C7 4.14 4.38 2.45  -1.065
C8 4.97 4.58 1.29  1.014
C9 -1.41 -2.37 -3.48  0.633
C10 -4.24 -2.22 -1.85  -0.848
C11 5.32 5.99 0.86  0.347
C12 -5.13 -4.61 -1.50  0.705
C13 -0.07 -3.90 -2.27  -0.488
C14 -0.01 -4.11 -0.77  0.603
C15 -0.45 1.26 2.29  -1.082
C16 0.89 0.13 0.43  0.445
C17 4.02 6.87 2.68  0.994
C18 -2.88 -1.51 -1.79  0.042
C19 -4.28 -3.49 -0.97  -0.649
C20 4.87 7.06 1.52  -1.042
H1 0.88 -4.16 -2.75  0.432
H2 -0.13 -0.53 -0.99  0.245
H3 -4.73 -3.24 0.00  0.563
H4 3.90 3.38 2.76  0.596
H5 -4.47 -2.44 -2.89  0.386
H6 -2.97 -0.49 -1.44  0.372
H7 6.26 5.12 -0.47  0.378
H8 -1.40 1.58 2.69  0.475
H9 -5.00 -1.53 -1.48  0.374
H10 3.00 -0.01 0.69  0.492
H11 5.11 8.08 1.23  0.420
H12 -2.21 -2.02 -1.10  -0.004
H13 -3.29 -3.88 -0.74  0.151
H14 -0.83 -4.60 -2.66  0.270
H15 1.76 2.05 4.34  0.369
H16 2.74 6.33 4.45  0.374

Computed properties:
* LUMO energy: -0.0611 Eh
* gap between HOMO and LUMO: 8.1 eV
* calculated total energy: -71679.022 eV
* charge: 0
* HOMO: -9.770 eV
* SMILES string: O=C(Cl)COC(=O)OCCCC(F)(F)C(F)(F)F.O=C1C=C(O)C(=O)C=C1O.O=C1C=C(O)C(=O)C=C1O

=====

Number 3 is which compound? C20H16ClF5O12